(1)
{"formula": "C40H54N2O24S2", "method": "ωB97M-V/def2-TZVPD", "elements": ["C", "C", "O", "S", "O", "O", "O", "H", "H", "H", "H", "C", "C", "O", "S", "O", "O", "O", "H", "H", "H", "H", "C", "C", "C", "C", "C", "C", "N", "O", "O", "H", "H", "H", "H", "H", "C", "C", "C", "C", "C", "C", "N", "O", "O", "H", "H", "H", "H", "H", "O", "C", "O", "C", "C", "C", "H", "H", "H", "H", "H", "H", "O", "C", "O", "C", "C", "C", "H", "H", "H", "H", "H", "H", "O", "C", "O", "C", "C", "C", "H", "H", "H", "H", "H", "H", "O", "C", "O", "C", "C", "C", "H", "H", "H", "H", "H", "H", "O", "C", "O", "C", "C", "C", "H", "H", "H", "H", "H", "H", "O", "C", "O", "C", "C", "C", "H", "H", "H", "H", "H", "H"], "coordinates": [[-20.5570, 12.4399, 21.8549], [-20.0847, 11.2730, 22.7746], [-20.6327, 11.5929, 23.9837], [-21.8140, 12.6994, 23.9628], [-21.6311, 13.5919, 25.1036], [-23.0758, 12.1457, 23.5405], [-21.1490, 13.4002, 22.5715], [-21.2239, 12.0839, 21.0696], [-19.7966, 12.9369, 21.2525], [-19.0126, 11.3724, 22.9448], [-20.3561, 10.3110, 22.3398], [-20.8988, 11.5448, 17.0925], [-21.7975, 10.2909, 16.6888], [-21.3277, 9.2057, 17.4799], [-20.5084, 9.6446, 18.8147], [-19.2074, 9.0330, 18.6898], [-21.2368, 9.5210, 20.0901], [-20.4080, 11.2766, 18.3884], [-21.4280, 12.4974, 17.1183], [-20.1149, 11.7972, 16.3784], [-21.5753, 10.0497, 15.6493], [-22.8307, 10.5797, 16.8812], [-25.3390, 18.2428, 18.5747], [-23.9366, 18.2693, 18.5281], [-23.1824, 17.1400, 18.3619], [-23.7469, 15.9032, 18.2414], [-25.0750, 15.8676, 18.4591], [-25.9561, 16.9648, 18.5806], [-23.0477, 14.6504, 17.8908], [-23.6284, 13.5503, 17.9665], [-21.8928, 14.7898, 17.6461], [-26.0653, 19.0419, 18.5561], [-23.4895, 19.2510, 18.4755], [-22.1304, 17.2256, 18.1330], [-25.6261, 14.9392, 18.4326], [-26.9978, 16.7202, 18.7269], [-21.9490, 18.3675, 14.4269], [-22.2337, 17.0826, 14.4057], [-21.3151, 16.1073, 14.6647], [-19.9715, 16.4042, 15.0639], [-19.6962, 17.8197, 15.2371], [-20.6970, 18.8232, 14.9335], [-18.8238, 15.3364, 15.2996], [-19.0834, 14.1632, 15.3488], [-17.6952, 15.7841, 15.3993], [-22.7309, 19.0785, 14.2047], [-23.2011, 16.7398, 14.0694], [-21.7658, 15.1282, 14.7330], [-18.7031, 18.0405, 15.5998], [-20.3836, 19.8546, 14.9997], [-24.2609, 12.0402, 15.3966], [-25.0369, 12.8447, 15.0256], [-26.2587, 13.0413, 15.5385], [-26.9836, 14.1101, 15.0016], [-25.9724, 15.0013, 14.2649], [-24.9353, 13.8710, 13.9188], [-27.4845, 14.7705, 15.7095], [-27.7424, 13.7276, 14.3190], [-25.6595, 15.8879, 14.8163], [-26.3979, 15.3232, 13.3145], [-23.8945, 14.1920, 13.8756], [-25.0753, 13.3265, 12.9850], [-18.3191, 8.0953, 23.9346], [-18.8843, 7.3703, 23.0974], [-20.1272, 7.6945, 22.8214], [-20.6049, 7.0030, 21.7562], [-19.4318, 6.1343, 21.3679], [-18.3640, 6.1949, 22.4012], [-20.9290, 7.6030, 20.9059], [-21.4110, 6.3146, 22.0103], [-19.1176, 6.2268, 20.3283], [-19.8457, 5.1271, 21.3193], [-17.3658, 6.4053, 22.0172], [-18.4800, 5.3896, 23.1265], [-17.8920, 10.6504, 15.2783], [-18.3872, 10.1404, 14.2541], [-19.1003, 10.7302, 13.2618], [-19.5789, 9.8210, 12.2697], [-19.2058, 8.4219, 12.8578], [-18.3854, 8.6580, 14.0691], [-19.1489, 9.9833, 11.2813], [-20.6519, 9.9721, 12.1517], [-18.5108, 7.9944, 12.1350], [-20.0795, 7.7890, 13.0135], [-17.3993, 8.1936, 14.0782], [-18.9339, 8.1484, 14.8613], [-16.0411, 8.5728, 20.9603], [-16.0306, 8.9252, 19.7822], [-16.4642, 10.0910, 19.4434], [-16.4020, 10.4208, 17.9899], [-15.6215, 9.1833, 17.4047], [-15.5564, 8.1807, 18.5500], [-15.7919, 11.3134, 17.8512], [-17.3965, 10.4524, 17.5450], [-14.5941, 9.3851, 17.1015], [-16.0597, 8.8788, 16.4542], [-14.5764, 7.7769, 18.8042], [-16.3022, 7.3859, 18.5395], [-23.6177, 5.5820, 15.4327], [-24.5217, 6.4248, 15.1454], [-25.5659, 6.1896, 14.3322], [-26.4589, 7.3596, 14.2566], [-26.2642, 8.0977, 15.5330], [-24.9216, 7.6604, 15.9500], [-27.4904, 7.0332, 14.1245], [-26.1424, 7.8858, 13.3560], [-27.0941, 7.9410, 16.2220], [-26.2399, 9.1874, 15.5295], [-25.0057, 7.3641, 16.9956], [-24.2740, 8.5349, 15.8874], [-27.9644, 9.6804, 20.3005], [-27.0122, 10.3079, 19.9346], [-26.5621, 10.2356, 18.6096], [-25.7118, 11.3284, 18.3353], [-25.2193, 11.9046, 19.7118], [-26.2017, 11.2518, 20.7030], [-26.2244, 12.0777, 17.7321], [-24.8279, 10.9569, 17.8168], [-25.2561, 12.9928, 19.6617], [-24.1929, 11.6933, 20.0115], [-26.7094, 11.9098, 21.4083], [-25.4745, 10.7026, 21.3011]], "total_charge": 1, "e_lumo_ev": [-3.7, -8.5], "s_squared": 0.755, "orbital_gap_ev": [8.03, 3.24], "spin_multiplicity": 2}


(2)
{"formula": "C40H55N11O4Si2Sr", "method": "ωB97M-V/def2-TZVPD", "elements": ["Sr", "O", "C", "N", "C", "C", "C", "C", "C", "C", "N", "C", "O", "C", "C", "C", "C", "C", "N", "C", "C", "C", "C", "C", "N", "H", "H", "H", "H", "H", "H", "H", "H", "H", "H", "H", "H", "C", "Si", "C", "C", "N", "C", "C", "C", "C", "C", "C", "N", "Si", "C", "C", "C", "H", "H", "H", "H", "H", "H", "H", "H", "H", "H", "H", "H", "H", "H", "H", "H", "H", "H", "H", "H", "H", "H", "O", "O", "C", "C", "C", "C", "N", "N", "C", "H", "H", "H", "H", "H", "H", "H", "H", "C", "N", "C", "C", "N", "N", "C", "C", "H", "H", "H", "H", "H", "H", "H", "H", "H", "H", "H", "H", "H"], "coordinates": [[12.5587, 12.7996, 13.6965], [8.9167, 14.8375, 15.5244], [9.6927, 14.0078, 15.0648], [10.9662, 13.7676, 15.3469], [11.7097, 14.5497, 16.2366], [11.4065, 14.6476, 17.5896], [12.1481, 15.5082, 18.3747], [13.1493, 16.3407, 17.8154], [13.3549, 16.2963, 16.4669], [12.6033, 15.4530, 15.6537], [12.7939, 15.2443, 14.2857], [12.8237, 16.2389, 13.4298], [12.9954, 17.4188, 13.6693], [12.5026, 15.8377, 11.9911], [11.9699, 16.8284, 11.1736], [11.5166, 16.5368, 9.8663], [11.7839, 15.2219, 9.4171], [12.3936, 14.3092, 10.2455], [12.6954, 14.5691, 11.5563], [9.2133, 13.2246, 13.8725], [7.9564, 13.5343, 13.4212], [7.4802, 12.9868, 12.2710], [8.3757, 12.2366, 11.4623], [9.5914, 11.9214, 12.0314], [10.0676, 12.4955, 13.1362], [10.6159, 14.0047, 17.9303], [12.0685, 15.5013, 19.4645], [13.6806, 17.0921, 18.3893], [14.0445, 16.9791, 15.9147], [11.9389, 17.8804, 11.6117], [11.0728, 17.2545, 9.1845], [11.4840, 15.0772, 8.3911], [12.6357, 13.2898, 9.9673], [7.3936, 14.2421, 14.0772], [6.5229, 13.2112, 11.9739], [8.0014, 11.9202, 10.4935], [10.2697, 11.2461, 11.5604], [6.8799, 15.9937, 4.5597], [8.3276, 17.3232, 4.5991], [9.8137, 16.4283, 3.8658], [8.4107, 17.5008, 6.5338], [12.5179, 8.3758, 13.8276], [13.0471, 8.5628, 12.4304], [12.3185, 8.9782, 11.3672], [12.9257, 9.1874, 10.1186], [14.3120, 8.9980, 10.0455], [15.0854, 8.6036, 11.1600], [14.5099, 8.3506, 12.3905], [15.2873, 7.9722, 13.4508], [15.0891, 6.9980, 14.7918], [13.8646, 5.6101, 14.6353], [14.7096, 7.9465, 16.4089], [16.7979, 6.1692, 15.0457], [7.1204, 15.2347, 5.2497], [6.7620, 15.5586, 3.5802], [5.9385, 16.5537, 4.6861], [9.7092, 15.4040, 4.1935], [10.8351, 16.7022, 4.0873], [9.5529, 16.4364, 2.7900], [8.7505, 16.5809, 6.9727], [7.3507, 17.6188, 6.9012], [8.9734, 18.2581, 7.0787], [11.2362, 9.0999, 11.6062], [12.4242, 9.4430, 9.1636], [14.8698, 9.2185, 9.1982], [16.1615, 8.4186, 11.0126], [12.9785, 5.7764, 15.2705], [14.2831, 4.6479, 14.9775], [13.5185, 5.5822, 13.5815], [13.8286, 8.5299, 16.3274], [15.5006, 8.6485, 16.7323], [14.5487, 7.1196, 17.1688], [16.8159, 5.7261, 14.0126], [16.8443, 5.4287, 15.8728], [17.6492, 6.8312, 15.2714], [11.2435, 8.6199, 13.9719], [7.8531, 18.5428, 3.7233], [18.1777, 9.7898, 13.5512], [17.1949, 10.9294, 13.5888], [17.3786, 12.2989, 13.4246], [16.0912, 12.8279, 13.6213], [15.1950, 11.8922, 13.8268], [15.9324, 10.7664, 13.8514], [15.8235, 14.3005, 13.5175], [18.5028, 9.7191, 12.5025], [17.7932, 8.8495, 13.9323], [19.0872, 10.0651, 14.1396], [18.2390, 12.8743, 13.3391], [15.6132, 9.7793, 13.8834], [15.4571, 14.5516, 12.5247], [16.7649, 14.8839, 13.7130], [15.0282, 14.6893, 14.1624], [12.6312, 11.2581, 18.9220], [12.8778, 11.2296, 17.4798], [14.1732, 11.7309, 17.0525], [11.9747, 10.6976, 16.5778], [12.2133, 10.8707, 15.3202], [10.8427, 10.0874, 17.1001], [9.7202, 10.0216, 16.1894], [11.0924, 8.8196, 17.7503], [12.4748, 12.2882, 19.1438], [13.5012, 10.9554, 19.5038], [11.7812, 10.6632, 19.0348], [15.0079, 11.2272, 17.5801], [14.3074, 12.8042, 17.2477], [14.1850, 11.5650, 15.9888], [11.6293, 10.1938, 14.8040], [9.8528, 9.3130, 15.2948], [9.6142, 11.0744, 15.9054], [8.8497, 9.6449, 16.7557], [12.1096, 8.9033, 18.2582], [11.2483, 8.1063, 16.9686], [10.3371, 8.4863, 18.5302]], "total_charge": -2, "e_lumo_ev": 2.4, "orbital_gap_ev": 4.94, "spin_multiplicity": 1}